Molecular formula: C40H85F2N9O7P3S
Method: DFT, wB97M-V/def2-TZVPD

Last column: Löwdin charge in e.
Positions of all 147 atoms, in Å:
C: -0.33495 6.22929 0.36000  -0.0549
C: 0.14901 4.78660 0.34635  -0.2576
O: -0.61645 3.99529 -0.59527  -0.1457
C: 0.17531 2.89748 -0.98124  -0.2343
C: -0.71054 1.79330 -1.62150  -0.0592
C: -0.71636 0.44506 -0.87445  -0.1687
C: -2.15717 -0.11833 -0.57759  -0.1635
C: -3.35170 0.14091 -1.49340  -0.1847
C: -4.14383 1.24996 -1.15675  -0.0106
C: -5.26376 1.53474 -1.90895  -0.0306
C: -5.54847 0.68696 -2.96850  -0.1311
N: -4.84636 -0.37540 -3.32490  0.1028
C: -3.77993 -0.60978 -2.57201  -0.1278
C: -1.85312 -1.65128 -0.50585  -0.2416
S: -2.96850 -2.32932 0.73995  0.6564
O: -3.23984 -1.47189 1.82801  -0.2259
O: -2.73071 -3.67790 1.14559  -0.2559
F: -4.38876 -2.38511 -0.01927  -0.1398
C: -0.25995 -1.79647 -0.42609  -0.3534
C: -0.07169 -3.23924 -1.03014  -0.1362
C: 1.30178 -3.91679 -0.92897  -0.3692
C: 1.06813 -5.42950 -0.64681  -0.0106
F: 2.00524 -3.87341 -2.14158  -0.0282
P: 0.15221 -2.10501 1.39527  0.8254
N: -0.33723 -1.05676 2.45426  -0.2286
N: 0.34743 -0.61109 -1.15300  -0.0594
C: 1.59982 -0.12158 -0.47500  -0.1309
C: 2.88349 -0.96228 -0.62032  -0.1443
C: 4.08742 0.02285 -0.37801  -0.1709
C: 4.78662 0.50304 -1.66123  -0.1924
C: 5.56704 -0.61730 -2.40480  -0.1588
C: 7.07592 -0.44710 -2.14309  -0.1863
O: 7.73423 -1.43574 -2.96000  -0.0532
C: 8.65343 -2.16615 -2.20597  -0.5047
C: 10.06866 -1.59988 -2.22459  0.0264
O: 8.31766 -3.16942 -1.63034  0.1294
C: 0.58913 -0.84291 -2.63727  -0.2417
C: -0.71801 -0.99755 -3.44913  -0.0044
C: 1.44692 0.19442 -3.40359  -0.1814
C: 2.61564 -0.47472 -4.20720  -0.0608
H: 0.28759 6.79365 1.06644  0.0719
H: -1.39973 6.28692 0.59898  0.0813
H: -0.12657 6.64666 -0.63321  0.0827
H: 1.18981 4.79030 -0.01704  0.1160
H: 0.10633 4.28302 1.32276  0.1249
H: 0.91520 3.21790 -1.73779  0.1317
H: 0.72301 2.52324 -0.09842  0.1111
H: -1.71659 2.22018 -1.49258  0.1229
H: -0.58073 1.73636 -2.70479  0.1135
H: -0.43536 0.78640 0.13224  0.1346
H: -2.41848 0.38939 0.35478  0.1414
H: -3.87025 1.87047 -0.30349  0.1322
H: -5.91403 2.38284 -1.72556  0.1168
H: -6.43065 0.91921 -3.56907  0.1179
H: -3.21402 -1.50340 -2.83874  0.0993
H: -2.08296 -2.26013 -1.38579  0.1047
H: -0.37737 -3.32927 -2.08151  0.1319
H: -0.77188 -3.88156 -0.48008  0.0996
H: 1.96590 -3.57697 -0.13234  0.1041
H: 0.12005 -5.78484 -1.05792  0.0912
H: 1.08054 -5.54135 0.44734  0.0897
H: 1.92505 -5.99600 -1.02087  0.0933
H: 1.56983 -2.13851 1.45527  0.0183
H: -0.22759 -3.44682 1.63675  0.0470
H: -0.89507 -0.34624 1.98859  -0.0340
H: 1.87507 0.88704 -0.79432  0.1086
H: 1.45640 0.03178 0.60506  0.1249
H: 3.05685 -1.41276 -1.60180  0.0923
H: 3.01963 -1.73006 0.14340  0.0836
H: 4.84986 -0.46112 0.24696  0.1210
H: 3.75856 0.90507 0.19400  0.1173
H: 5.53926 1.24229 -1.34062  0.1136
H: 4.08440 1.06222 -2.29259  0.0925
H: 5.44786 -0.53320 -3.48833  0.1066
H: 5.22475 -1.58458 -2.02096  0.1198
H: 7.42249 0.53991 -2.47310  0.1330
H: 7.24506 -0.61201 -1.07024  0.1372
H: 10.01065 -0.61107 -1.75360  0.0902
H: 10.76036 -2.28393 -1.73729  0.0901
H: 10.31635 -1.44504 -3.28168  0.0946
H: 1.11506 -1.78969 -2.80516  0.1205
H: -0.38655 -1.03885 -4.49494  0.1130
H: -1.24182 -1.94061 -3.28467  0.0723
H: -1.38013 -0.13163 -3.39060  0.0847
H: 1.88366 1.03858 -2.86446  0.0925
H: 0.84012 0.65943 -4.18942  0.1098
H: 2.91374 -1.44774 -3.80471  0.0758
H: 3.44035 0.23038 -4.31381  0.0702
H: 2.25251 -0.66754 -5.22644  0.0857
O: 2.20667 7.56757 3.12521  -0.3176
P: 3.38137 8.03647 3.95978  0.7211
N: 4.38629 8.61273 2.67194  -0.3485
C: 5.24315 7.76082 1.87714  -0.1354
C: 3.71051 9.58211 1.81462  -0.1487
N: 3.79052 6.49142 4.62287  -0.3404
C: 4.89119 5.66600 4.18884  -0.1401
C: 2.65110 5.66454 5.00447  -0.1536
N: 4.45257 8.74436 5.12803  -0.2839
C: 5.17098 10.00300 4.89954  -0.1103
C: 4.12686 8.56287 6.54873  -0.1175
H: 5.73748 8.34188 1.09554  0.0815
H: 4.68783 6.94534 1.39132  0.0800
H: 6.05785 7.34756 2.47146  0.0638
H: 3.11027 10.27172 2.41428  0.0735
H: 3.04486 9.10247 1.08664  0.0764
H: 4.44291 10.18732 1.27521  0.0821
H: 4.76071 5.30024 3.16092  0.0738
H: 4.99180 4.79126 4.83647  0.0792
H: 5.83969 6.19891 4.27675  0.0741
H: 2.23015 5.11785 4.14974  0.0725
H: 1.85708 6.27484 5.43526  0.0688
H: 2.94537 4.94306 5.77096  0.0809
H: 6.01007 9.84615 4.22493  0.0792
H: 5.59452 10.38588 5.82935  0.0814
H: 4.52384 10.77903 4.48944  0.0802
H: 4.96579 8.08381 7.05774  0.0920
H: 3.25309 7.93001 6.68770  0.0658
H: 3.90627 9.50911 7.04803  0.0820
O: -6.22298 -8.70911 0.20856  -0.3029
P: -7.26450 -7.61954 0.34897  0.7199
N: -8.11241 -7.89079 -1.13539  -0.3509
C: -7.68313 -7.36516 -2.41347  -0.1340
C: -8.56534 -9.27087 -1.28708  -0.1480
N: -6.16003 -6.28891 0.38833  -0.3343
C: -5.88804 -5.39694 -0.70837  -0.1361
C: -4.93744 -6.50692 1.15375  -0.1453
N: -8.50238 -6.51542 0.86597  -0.2869
C: -9.91985 -6.68513 0.52962  -0.1134
C: -8.33456 -5.86800 2.17298  -0.1214
H: -8.34667 -7.71098 -3.20901  0.0811
H: -6.66011 -7.67315 -2.67003  0.0841
H: -7.75844 -6.27771 -2.44346  0.0628
H: -8.95123 -9.65421 -0.33846  0.0728
H: -7.76211 -9.93926 -1.61796  0.0809
H: -9.38570 -9.32388 -2.00696  0.0813
H: -5.39451 -5.91150 -1.54536  0.0810
H: -5.23727 -4.58613 -0.39766  0.0447
H: -6.80005 -4.90496 -1.05439  0.0781
H: -4.17611 -7.03610 0.56456  0.0818
H: -5.13933 -7.09279 2.05089  0.0719
H: -4.51622 -5.55548 1.48608  0.0607
H: -10.10245 -6.40546 -0.50598  0.0783
H: -10.54729 -6.03084 1.13752  0.0797
H: -10.26230 -7.70840 0.68807  0.0798
H: -8.35215 -4.78279 2.04919  0.0891
H: -7.38650 -6.13037 2.63753  0.0655
H: -9.11591 -6.15381 2.88142  0.0807

Computed properties:
* HOMO energy: -9.29 eV
* energy above the lowest of the compared OMol25 structures with the same formula, charge and spin: 0.0 kcal/mol
* spin multiplicity: 1
* HOMO-LUMO gap: 7.2 eV
* net charge: +1
* electronic energy: -114724.960 eV
* F_max: 6.21 eV Å⁻¹